Arrangement a

Below is a 2-piece molecular cluster, C3H10Cl2Si2 overall, with properties calculated with wB97M-V/def2-TZVPD.

Positions of all 17 atoms, in Å:
1 Cl 2.139 2.415 0.068
2 Cl -2.999 0.375 -0.797
3 Si 0.508 -0.011 -0.610
4 Si -1.358 0.812 0.310
5 C -1.757 0.040 2.009
6 C 1.467 -1.284 0.369
7 C 0.882 0.105 -2.516
8 H 0.858 -1.560 1.329
9 H 0.829 1.156 -2.646
10 H -1.192 2.237 0.542
11 H 2.417 -0.764 0.673
12 H 0.247 -0.598 -3.119
13 H 1.690 -2.300 -0.209
14 H -2.759 0.424 2.383
15 H -1.838 -1.134 2.008
16 H 1.934 -0.340 -2.584
17 H -1.068 0.428 2.790

net charge: 0
HOMO energy: -9.3 eV
orbital gap: 8.2 eV
LUMO: -1.137 eV

---

Arrangement b

Below is one molecule with the formula C3H10Cl2Si2, with properties calculated with wB97M-V/def2-TZVPD.

Positions of all 17 atoms, in Å:
1 Cl 2.260 -1.176 0.966
2 Cl -1.845 0.948 -1.664
3 Si -1.076 -0.799 -0.802
4 Si 0.900 0.205 0.134
5 C 0.459 1.450 1.513
6 C 2.061 0.786 -1.235
7 C -2.241 -1.803 0.366
8 H -0.346 2.136 1.133
9 H 0.026 0.852 2.286
10 H 1.240 2.186 1.948
11 H 2.454 -0.187 -1.780
12 H -1.803 -2.495 1.164
13 H 1.500 1.276 -2.082
14 H 2.823 1.568 -0.942
15 H -2.662 -0.928 1.006
16 H -2.937 -2.369 -0.094
17 H -0.811 -1.650 -1.918

net charge: 0
HOMO energy: -9.7 eV
orbital gap: 10.4 eV
LUMO: 0.625 eV

---

Most stable = arrangement b

---

Arrangement a

Below is H10IO5 as an isolated structure, with properties calculated with wB97M-V/def2-TZVPD.

Positions of all 16 atoms, in Å:
1 I -0.034 -0.149 -0.198
2 O -2.766 -0.196 0.193
3 O 1.943 -0.640 -2.027
4 O 1.353 2.411 0.317
5 O -0.172 -2.989 -0.110
6 O 0.010 1.203 2.313
7 H 0.274 -3.264 -0.911
8 H -0.444 0.657 1.672
9 H 0.456 1.868 1.788
10 H -1.904 0.052 -0.140
11 H -0.384 -2.067 -0.257
12 H -2.612 -0.425 1.109
13 H 0.784 3.124 0.606
14 H 1.493 -1.169 -2.686
15 H 0.766 1.802 -0.132
16 H 1.237 -0.219 -1.535

net charge: -1
HOMO energy: -4.8 eV
orbital gap: 8.2 eV
LUMO: 3.347 eV

---

Arrangement b

Below is a 6-piece molecular cluster, H10IO5 overall, with properties calculated with wB97M-V/def2-TZVPD.

Positions of all 16 atoms, in Å:
1 I 30.447 19.472 22.477
2 O 32.033 22.178 20.547
3 O 29.871 21.822 25.081
4 O 28.113 22.323 22.004
5 O 26.839 19.038 22.469
6 O 33.138 21.439 24.120
7 H 27.897 19.018 22.236
8 H 29.794 21.192 25.754
9 H 30.045 21.107 24.317
10 H 31.675 21.303 20.974
11 H 28.300 23.070 22.721
12 H 28.720 21.649 22.033
13 H 32.623 20.849 23.583
14 H 34.049 21.234 23.903
15 H 32.268 22.049 19.553
16 H 26.456 18.848 21.614

net charge: -1
HOMO energy: -5.2 eV
orbital gap: 8.5 eV
LUMO: 3.303 eV

---

Most stable = arrangement b

---

Arrangement a

Below is one molecule with the formula C3H3NO2S, with properties calculated with wB97M-V/def2-TZVPD.

Positions of all 10 atoms, in Å:
1 S 2.087 -0.115 -0.139
2 O -1.764 -0.968 -0.060
3 O -0.366 2.156 -0.117
4 N -1.805 0.418 -0.015
5 C -0.491 -1.368 -0.160
6 C -0.554 0.799 -0.047
7 C 0.324 -0.280 -0.098
8 H 2.352 -0.520 1.138
9 H -0.385 -2.422 -0.304
10 H 0.601 2.300 -0.197

net charge: 0
HOMO energy: -9.9 eV
orbital gap: 10.3 eV
LUMO: 0.385 eV

---

Arrangement b

Below is one molecule with the formula C3H3NO2S, with properties calculated with wB97M-V/def2-TZVPD.

Positions of all 10 atoms, in Å:
1 S 0.086 -2.023 0.256
2 O -2.448 0.112 -0.685
3 O -2.744 0.504 0.650
4 N -0.478 1.079 0.293
5 C 0.797 0.720 0.219
6 C 1.252 -0.652 -0.130
7 C -1.547 0.416 0.208
8 H 2.154 -0.895 0.215
9 H 1.621 1.398 0.115
10 H 1.306 -0.660 -1.141

net charge: 0
HOMO energy (alpha / beta): -7.8 / -7.8 eV
orbital gap (alpha / beta): 6.3 / 6.3 eV
LUMO (alpha / beta): -1.460 / -1.457 eV

---

Arrangement c

Below is C3H3NO2S as an isolated structure, with properties calculated with wB97M-V/def2-TZVPD.

Positions of all 10 atoms, in Å:
1 S -2.618 -0.207 -0.063
2 O 2.389 -0.665 -0.056
3 O 1.081 1.134 -0.068
4 N 0.032 -0.841 -0.165
5 C -0.254 1.400 -0.088
6 C -0.874 0.193 -0.118
7 C 1.122 -0.219 0.042
8 H -0.602 2.378 0.185
9 H -2.567 -1.491 0.356
10 H 2.290 -1.683 -0.026

net charge: 0
HOMO energy: -8.5 eV
orbital gap: 9.1 eV
LUMO: 0.587 eV

---

Most stable = arrangement c

---

Arrangement a

Below is one molecule with the formula C3H3NO2S, with properties calculated with wB97M-V/def2-TZVPD.

Positions of all 10 atoms, in Å:
1 S 2.276 -0.333 0.042
2 O 2.384 -0.919 -1.276
3 O 3.526 -0.217 0.874
4 N -1.095 -2.570 -0.049
5 C -0.398 -0.071 -0.173
6 C -0.871 -1.462 -0.033
7 C 0.869 0.283 0.592
8 H 0.844 0.728 1.617
9 H -1.167 0.621 0.182
10 H -0.272 0.037 -1.340

net charge: 0
HOMO energy: -10.6 eV
orbital gap: 10.2 eV
LUMO: -0.388 eV

---

Arrangement b

Below is one molecule with the formula C3H3NO2S, with properties calculated with wB97M-V/def2-TZVPD.

Positions of all 10 atoms, in Å:
1 S 2.559 -0.584 -0.065
2 O -2.477 -0.828 -0.056
3 O -1.079 0.945 -0.069
4 N -0.164 -1.090 0.058
5 C 0.285 1.129 0.030
6 C 0.844 -0.117 0.000
7 C -1.230 -0.394 -0.015
8 H 3.111 0.633 0.185
9 H -2.480 -1.841 -0.012
10 H 0.631 2.147 -0.057

net charge: 0
HOMO energy: -8.4 eV
orbital gap: 9.1 eV
LUMO: 0.630 eV

---

Most stable = arrangement b

---

Arrangement a

Below is an isolated ion of composition C8H17N4OS and charge +1, with properties calculated with wB97M-V/def2-TZVPD.

Positions of all 31 atoms, in Å:
1 S 1.735 2.200 -1.554
2 O -2.689 0.465 0.004
3 N 1.186 -1.448 1.092
4 N 0.055 -2.996 0.051
5 N 0.675 -3.564 1.044
6 N 1.342 -2.647 1.668
7 C -0.154 -0.702 -0.940
8 C 1.853 -0.284 1.713
9 C 2.504 1.041 -0.379
10 C 1.753 1.023 0.962
11 C -2.471 0.183 -1.362
12 C -3.292 1.728 0.240
13 C -1.590 -1.057 -1.404
14 C 0.360 -1.678 0.054
15 H 1.892 -2.830 2.499
16 H 2.503 0.070 -0.862
17 H 2.538 3.259 -1.399
18 H 3.531 1.351 -0.229
19 H 1.442 -0.179 2.715
20 H -1.598 -1.507 -2.390
21 H 2.905 -0.547 1.828
22 H -4.376 1.636 0.245
23 H -2.995 2.461 -0.509
24 H -1.973 1.029 -1.842
25 H -3.409 -0.034 -1.877
26 H -0.187 0.296 -0.522
27 H 0.520 -0.719 -1.795
28 H -2.973 2.092 1.213
29 H 0.727 1.361 0.852
30 H -2.040 -1.770 -0.721
31 H 2.226 1.764 1.606

net charge: +1
HOMO energy: -12.5 eV
orbital gap: 8.3 eV
LUMO: -4.191 eV

---

Arrangement b

Below is an isolated ion of composition C8H17N4OS and charge +1, with properties calculated with wB97M-V/def2-TZVPD.

Positions of all 31 atoms, in Å:
1 S -2.986 1.713 0.468
2 O 1.240 -1.509 2.308
3 N 1.987 -1.250 -3.216
4 N 1.177 -1.944 -2.327
5 N 1.848 0.128 -3.038
6 N 0.949 0.490 -2.036
7 C -0.578 -1.021 -0.286
8 C -0.083 -2.181 2.097
9 C 0.736 1.927 -1.718
10 C 0.478 -0.835 -1.516
11 C -0.173 -2.462 0.459
12 C 1.266 -0.894 3.657
13 C -0.399 2.322 -0.627
14 C -1.962 1.974 -1.100
15 H -3.694 2.888 0.768
16 H -0.106 -3.250 2.605
17 H 0.447 2.480 -2.736
18 H -1.679 -1.108 -0.738
19 H 1.773 -1.639 4.408
20 H -0.528 -0.214 0.558
21 H -2.446 2.896 -1.673
22 H 1.777 2.406 -1.404
23 H -0.980 -1.501 2.431
24 H 0.194 -0.605 4.041
25 H 2.405 0.802 -3.609
26 H -0.171 1.932 0.478
27 H 1.902 0.103 3.668
28 H -0.383 3.511 -0.524
29 H -2.015 1.002 -1.751
30 H 0.917 -2.829 0.152
31 H -0.913 -3.331 0.203

net charge: +1
HOMO energy: -12.4 eV
orbital gap: 7.6 eV
LUMO: -4.794 eV

---

Most stable = arrangement a

---

Arrangement a

Below is a 3-piece molecular cluster, C6H12Br6 overall, with properties calculated with wB97M-V/def2-TZVPD.

Positions of all 24 atoms, in Å:
1 Br 3.354 -5.051 -4.058
2 Br 3.589 -2.349 0.958
3 Br -0.564 -0.401 0.014
4 Br -0.897 -3.348 -4.992
5 Br -4.516 7.185 4.547
6 Br -1.291 3.794 4.063
7 C 0.732 -4.556 -4.882
8 C 1.667 -2.063 0.801
9 C -3.257 5.870 3.687
10 C -2.413 5.268 4.870
11 C 2.034 -3.846 -4.947
12 C 1.396 -0.572 0.366
13 H 1.435 -2.902 0.144
14 H -3.075 5.050 5.708
15 H 1.704 0.117 1.153
16 H -1.783 6.084 5.225
17 H 0.639 -5.095 -3.939
18 H 2.338 -3.619 -5.969
19 H 1.183 -2.283 1.752
20 H -2.692 6.157 2.801
21 H -3.995 5.124 3.392
22 H 1.910 -2.928 -4.372
23 H 1.820 -0.367 -0.617
24 H 0.680 -5.268 -5.706

net charge: 0
HOMO energy: -10.4 eV
orbital gap: 10.7 eV
LUMO: 0.304 eV

---

Arrangement b

Below is a 3-piece molecular cluster, C6H12Br6 overall, with properties calculated with wB97M-V/def2-TZVPD.

Positions of all 24 atoms, in Å:
1 Br 8.865 5.590 2.655
2 Br 11.469 4.189 6.375
3 Br 11.398 9.539 6.896
4 Br 3.029 7.121 4.556
5 Br 7.470 9.649 4.344
6 Br 6.908 6.143 6.663
7 C 4.411 7.382 5.873
8 C 9.470 4.581 4.278
9 C 10.580 5.296 5.131
10 C 9.004 9.159 5.497
11 C 5.511 6.451 5.318
12 C 10.122 10.189 5.551
13 H 11.405 5.648 4.512
14 H 4.092 7.048 6.847
15 H 9.349 8.289 4.953
16 H 8.638 4.429 4.881
17 H 10.736 10.239 4.654
18 H 4.719 8.442 5.759
19 H 5.265 5.402 5.248
20 H 5.963 6.893 4.421
21 H 10.245 6.154 5.631
22 H 9.897 3.566 3.984
23 H 8.759 8.848 6.506
24 H 9.939 11.185 5.943

net charge: 0
HOMO energy: -10.4 eV
orbital gap: 10.6 eV
LUMO: 0.276 eV

---

Most stable = arrangement b